1.
{"formula": "C33H53AsAuBN8S", "method": "wB97M-V/def2-TZVPD", "species": ["Au", "As", "S", "N", "N", "N", "N", "N", "N", "N", "N", "C", "C", "C", "C", "C", "C", "C", "C", "C", "C", "C", "C", "C", "C", "C", "C", "C", "C", "C", "C", "C", "C", "C", "C", "C", "C", "C", "C", "C", "C", "C", "C", "C", "B", "H", "H", "H", "H", "H", "H", "H", "H", "H", "H", "H", "H", "H", "H", "H", "H", "H", "H", "H", "H", "H", "H", "H", "H", "H", "H", "H", "H", "H", "H", "H", "H", "H", "H", "H", "H", "H", "H", "H", "H", "H", "H", "H", "H", "H", "H", "H", "H", "H", "H", "H", "H", "H"], "xyz": [[0.315, 0.017, -0.109], [4.586, 0.216, -0.638], [2.567, 0.950, -0.845], [-0.087, -0.050, -2.171], [0.137, 0.010, 1.939], [-2.221, -1.189, 0.484], [-2.381, 1.386, 0.372], [-1.738, -0.263, -7.258], [-1.213, 1.894, -0.134], [-1.181, 0.243, 2.258], [-1.001, -1.601, 0.028], [-4.803, 1.990, 0.588], [-0.568, 3.995, -1.412], [-1.011, 4.130, -2.876], [-4.519, -2.111, 0.770], [-2.583, 0.662, 4.280], [4.832, -1.690, -0.682], [-2.896, 3.300, -0.573], [0.829, -0.075, 3.099], [5.569, 0.999, 0.816], [-1.112, -2.846, -0.458], [-0.020, -3.668, -1.100], [1.376, -3.115, -0.829], [-0.937, -0.163, -4.805], [-1.298, 0.375, 3.586], [0.406, -0.314, -4.485], [-1.391, 0.083, -2.475], [-1.379, -0.215, -6.169], [5.403, 0.903, -2.234], [-1.849, 0.034, -3.772], [2.970, -0.991, 2.135], [-0.275, -3.719, -2.613], [3.023, 0.697, 3.960], [-0.635, 5.365, -0.725], [2.216, -1.645, 4.390], [0.859, 3.480, -1.376], [-3.407, 2.233, 0.125], [-3.099, -2.195, 0.330], [-1.519, 3.059, -0.710], [-0.090, -5.093, -0.528], [0.789, -0.258, -3.160], [-0.051, 0.197, 4.141], [2.255, -0.493, 3.371], [-2.435, -3.248, -0.273], [-2.369, 0.152, 1.267], [2.109, -3.803, -1.253], [1.568, -3.043, 0.242], [1.665, -2.500, 3.997], [-4.590, -2.065, 1.857], [5.282, 1.984, -2.258], [-5.010, -1.228, 0.365], [4.427, -2.153, 0.212], [-4.871, 2.011, 1.676], [-1.639, 5.787, -0.766], [-5.060, -2.991, 0.429], [0.193, 0.224, 5.188], [6.630, 0.853, 0.612], [-0.342, 5.290, 0.323], [5.339, 2.063, 0.837], [-1.255, -4.142, -2.833], [0.031, -5.091, 0.556], [-2.079, 0.249, -1.660], [-3.030, 1.586, 3.913], [3.049, 1.535, 3.261], [2.410, -1.773, 1.622], [3.939, -1.400, 2.429], [-1.037, -5.577, -0.765], [-2.904, 0.156, -3.970], [0.705, -5.700, -0.961], [-2.030, 4.506, -2.958], [1.823, -0.366, -2.875], [1.756, -1.347, 5.330], [5.901, -1.889, -0.755], [-2.398, 0.770, 5.346], [-5.179, 1.025, 0.249], [4.923, 0.457, -3.103], [0.949, 2.571, -1.976], [3.118, -0.160, 1.456], [-0.228, -2.723, -3.060], [-5.457, 2.764, 0.193], [-0.353, 4.822, -3.403], [2.571, 1.046, 4.888], [1.541, -2.136, -1.286], [1.151, -0.477, -5.249], [-2.858, -4.205, -0.524], [3.236, -1.965, 4.609], [6.462, 0.646, -2.222], [-3.303, -0.143, 4.136], [4.324, -2.074, -1.564], [5.307, 0.541, 1.764], [1.532, 4.218, -1.814], [-3.385, 0.098, 1.878], [0.478, -4.343, -3.096], [-3.443, 4.162, -0.914], [1.196, 3.275, -0.360], [0.042, 6.062, -1.221], [-0.963, 3.163, -3.387], [4.050, 0.399, 4.184]], "forces_ev_per_angstrom": [[0.57, -0.82, -0.33], [0.07, -0.18, -0.01], [-0.23, 0.35, 0.21], [-0.05, 0.00, 0.16], [-0.03, -0.10, -0.02], [0.11, -0.17, 0.14], [0.07, 0.04, -0.01], [0.01, 0.00, -0.01], [-0.08, 0.30, 0.05], [0.04, 0.05, 0.00], [-0.34, 0.46, 0.11], [-0.02, 0.00, -0.01], [0.00, 0.00, -0.02], [0.03, 0.01, 0.00], [-0.03, -0.02, 0.00], [-0.02, 0.01, 0.02], [-0.02, 0.04, 0.01], [-0.04, 0.01, 0.00], [0.02, 0.07, 0.03], [-0.04, 0.00, -0.02], [0.02, -0.02, -0.09], [0.00, -0.03, -0.01], [0.06, -0.02, -0.03], [-0.01, 0.02, 0.10], [-0.01, 0.05, -0.06], [0.03, 0.01, 0.02], [-0.06, 0.05, 0.05], [-0.01, 0.00, -0.03], [-0.02, -0.02, 0.03], [0.04, -0.01, -0.05], [0.03, -0.07, 0.00], [0.00, 0.03, -0.03], [0.02, 0.00, -0.03], [0.01, 0.00, 0.02], [0.02, 0.00, 0.03], [-0.03, 0.03, -0.07], [0.01, -0.03, -0.01], [0.01, 0.14, -0.04], [-0.13, -0.08, -0.06], [0.01, 0.01, -0.01], [0.14, -0.02, 0.02], [0.03, -0.03, -0.04], [-0.01, 0.00, 0.01], [0.03, -0.01, -0.02], [-0.06, 0.03, -0.05], [0.01, 0.01, 0.00], [-0.01, 0.01, 0.00], [0.00, 0.01, 0.00], [0.00, 0.01, 0.00], [-0.01, 0.00, 0.00], [0.00, 0.00, 0.01], [-0.01, 0.01, 0.01], [0.00, 0.00, 0.00], [-0.01, -0.01, 0.00], [0.01, -0.01, 0.00], [-0.02, -0.01, 0.01], [0.00, 0.00, 0.00], [0.00, 0.00, 0.00], [0.01, -0.01, 0.00], [0.00, 0.00, 0.00], [0.00, 0.00, 0.00], [0.01, -0.02, 0.02], [-0.01, -0.01, -0.01], [-0.01, 0.01, 0.00], [-0.01, 0.00, 0.02], [0.01, 0.01, -0.04], [-0.01, 0.00, 0.00], [0.00, 0.00, -0.01], [0.00, 0.00, -0.01], [-0.01, 0.01, 0.01], [0.00, 0.01, 0.01], [0.01, 0.00, 0.00], [0.00, -0.01, 0.01], [0.01, 0.01, 0.00], [-0.01, 0.01, 0.00], [0.00, 0.01, 0.00], [-0.02, 0.02, 0.02], [0.00, 0.03, -0.11], [-0.02, -0.05, 0.02], [0.00, 0.01, 0.00], [0.00, 0.00, 0.00], [-0.01, 0.00, 0.00], [0.00, -0.05, 0.03], [-0.01, -0.01, -0.01], [0.00, -0.01, 0.01], [0.00, 0.00, 0.00], [0.00, 0.00, 0.00], [0.00, -0.01, 0.01], [0.01, -0.01, 0.00], [-0.03, -0.02, 0.01], [0.01, 0.00, 0.00], [-0.01, -0.02, 0.01], [0.01, -0.01, 0.00], [-0.01, 0.00, 0.00], [-0.04, 0.03, 0.02], [0.00, 0.00, -0.01], [-0.01, 0.00, -0.01], [0.00, -0.01, 0.01]], "mulliken_charge": [1.69, 0.67, -0.16, 1.29, -0.47, 0.93, 0.68, -0.38, -0.32, 0.63, -0.04, -1.32, 2.40, -1.61, -1.32, -1.53, -1.15, -1.51, -0.50, -0.98, -0.55, 2.68, -1.73, 0.45, 0.21, -1.00, 0.07, -0.43, -1.15, -1.22, -0.85, -1.60, -1.85, -1.88, -1.76, -1.39, 0.56, 0.59, 0.07, -1.91, 0.08, -0.68, 2.60, -1.29, -1.08, 0.65, 0.29, 0.36, 0.27, 0.43, 0.14, 0.36, 0.24, 0.36, 0.44, 0.61, 0.46, 0.39, 0.38, 0.43, 0.40, 0.30, 0.28, 0.33, -0.34, 0.90, 0.39, 0.64, 0.47, 0.38, -0.02, 0.41, 0.54, 0.45, 0.16, 0.39, 0.04, -0.76, 0.13, 0.46, 0.46, 0.41, -0.13, 0.59, 0.57, 0.45, 0.46, 0.26, 0.38, 0.29, 0.45, -0.09, 0.49, 0.63, 0.35, 0.47, 0.21, 0.44], "max_force_ev_per_a": 1.1, "relative_energy_ev": 0.738, "lumo_energy_ev": -7.82, "charge": 2}


2.
{"formula": "C3H7BrNO", "method": "wB97M-V/def2-TZVPD", "species": ["Br", "O", "N", "C", "C", "C", "H", "H", "H", "H", "H", "H", "H"], "xyz": [[-2.040, 2.211, 0.219], [1.190, -0.593, 0.836], [0.417, 1.177, -0.975], [0.403, -1.811, 0.636], [-0.994, 0.952, -0.606], [-0.114, -0.566, 1.222], [1.041, 0.511, -0.308], [0.825, -2.601, 1.270], [-1.563, 0.242, -1.288], [0.475, 0.799, -1.953], [0.226, -2.006, -0.317], [0.597, 2.160, -0.934], [-0.463, -0.474, 2.198]], "forces_ev_per_angstrom": [[0.17, 0.60, -0.03], [0.50, 1.30, 0.08], [-1.21, -2.19, -0.61], [0.88, 0.83, 4.07], [0.00, -3.37, 1.19], [-0.46, -0.89, -3.14], [-0.45, 0.97, -0.69], [-0.59, 0.17, -0.26], [1.04, 1.09, 0.93], [0.57, 0.83, 0.94], [-0.80, -1.02, -4.06], [0.80, 0.77, -0.01], [-0.44, 0.92, 1.59]], "mulliken_charge": [0.04, -0.42, -0.26, -0.14, -0.38, -0.11, 0.39, 0.26, 0.33, 0.38, 0.25, 0.35, 0.31], "max_force_ev_per_a": 4.3, "relative_energy_ev": 4.914, "lumo_energy_ev": [-4.76, -4.54], "charge": 1}


3.
{"formula": "C2H5NOS", "method": "wB97M-V/def2-TZVPD", "species": ["S", "O", "N", "C", "C", "H", "H", "H", "H", "H"], "xyz": [[-0.128, 0.023, 0.147], [1.164, 2.304, 1.742], [-0.968, 2.475, 0.832], [0.793, -1.611, -0.496], [0.171, 2.042, 1.264], [1.850, -1.429, -0.028], [0.471, -2.481, -0.066], [-1.327, 3.371, 1.146], [0.813, -1.671, -1.609], [-1.525, 1.854, 0.177]], "forces_ev_per_angstrom": [[-0.75, -1.15, -0.70], [2.56, 1.20, 2.17], [-1.94, -0.09, -0.79], [3.24, 4.31, 0.43], [-0.99, -2.88, -2.99], [-1.63, -0.53, -1.40], [-1.51, -1.86, 1.20], [0.11, -0.26, -0.09], [-0.04, 0.42, 1.02], [0.95, 0.82, 1.15]], "mulliken_charge": [-0.41, -0.28, -0.34, -0.72, 0.54, 0.20, 0.30, 0.24, 0.25, 0.21], "max_force_ev_per_a": 5.4, "relative_energy_ev": 2.774, "lumo_energy_ev": [-0.09, -0.09]}


4.
{"formula": "C4H5IS", "method": "wB97M-V/def2-TZVPD", "species": ["I", "S", "C", "C", "C", "C", "H", "H", "H", "H", "H"], "xyz": [[2.092, -2.613, 0.366], [1.924, 0.282, -1.224], [1.568, -0.500, 0.308], [-0.684, 0.211, -0.651], [0.180, 0.327, -1.655], [-0.152, -0.280, 0.676], [-0.488, 0.403, 1.456], [-0.457, -1.209, 1.092], [-1.672, 0.276, -0.893], [-0.080, 0.518, -2.576], [2.035, 0.107, 1.079]], "forces_ev_per_angstrom": [[-0.18, 0.72, 0.17], [-1.00, -0.17, -0.74], [-2.77, 0.96, 1.88], [2.68, -1.82, 0.28], [1.86, -0.41, 4.93], [2.26, 0.73, -1.56], [1.05, 0.60, 0.28], [-0.59, -1.13, -0.49], [-2.73, 0.17, -0.20], [-1.19, 1.17, -4.76], [0.61, -0.82, 0.21]], "mulliken_charge": [0.08, -0.12, -0.48, -0.28, -0.49, -0.66, 0.27, 0.31, 0.41, 0.53, 0.42], "max_force_ev_per_a": 5.3, "smiles": "I[C@@H]1CC=CS1", "relative_energy_ev": 0.000, "lumo_energy_ev": 0.30}